## one
Density functional theory data (the ωB97M-V functional and the def2-TZVPD basis) for the molecule C4H14O2Si2.

## Properties
Charge ... 0
HOMO-LUMO gap ... 9.48 eV
2S+1 ... 1
SMILES string ... C[Si@@H](O)O[Si](C)(C)C
HOMO energy ... -8.9844 eV

Atoms and positions in Å:
C -3.028 -1.277 0.382
Si -2.370 0.119 -0.700
O -2.222 1.698 -0.363
O -0.440 -0.811 -0.783
Si 0.875 -0.051 -0.180
C 2.374 -1.184 -0.721
C 1.091 1.843 -0.689
C 0.999 -0.084 1.811
H -3.247 -1.059 1.442
H -3.947 -1.702 0.139
H -2.174 -1.989 0.489
H -2.839 0.142 -2.112
H -1.537 2.239 0.034
H 2.865 -1.586 0.070
H 1.817 -1.999 -1.227
H 2.907 -0.681 -1.519
H 1.986 1.863 -1.247
H 0.167 2.122 -1.152
H 1.164 2.307 0.198
H 1.900 -0.579 1.831
H 0.840 0.932 2.124
H 0.287 -0.789 2.218

=====

## two
Density functional theory data (the ωB97M-V functional and the def2-TZVPD basis) for a cluster of 2 separate species, C4H14O2Si2 in total.

## Properties
Charge ... 0
HOMO-LUMO gap ... 9.32 eV
2S+1 ... 1
SMILES string ... C[Si](C)(C)O.C[SiH]=O
HOMO energy ... -9.5699 eV

Atoms and positions in Å:
C -1.183 -1.448 0.495
Si -0.836 -0.661 -1.150
C -2.219 -0.944 -2.358
C 0.758 -1.221 -2.187
O -0.881 0.984 -0.982
H -0.558 -2.269 0.729
H -1.002 -0.829 1.217
H -2.221 -1.674 0.568
H -3.140 -1.505 -1.897
H -2.573 0.052 -2.663
H -1.836 -1.555 -3.178
H 0.818 -0.729 -3.115
H 1.729 -1.345 -1.611
H 0.549 -2.294 -2.436
H -0.450 1.381 -0.180
C 0.235 0.430 4.872
Si 0.865 0.337 3.135
O 0.140 1.015 2.027
H 0.985 -0.100 5.544
H 0.119 1.480 5.197
H -0.705 -0.042 4.907
H 2.107 -0.512 3.209

=====

Relative energy of each structure, in eV: one 0.000; two 0.692.

=====

## one
Density functional theory data (the ωB97M-V functional and the def2-TZVPD basis) for the molecule C22H27NO6.

## Properties
Charge ... 0
HOMO-LUMO gap ... 8.77 eV
2S+1 ... 1
SMILES string ... CCc1cc2c(C)cc(=O)oc2cc1OC(=O)[C@@H]1CCCN1C(=O)OC(C)(C)C
HOMO energy ... -8.7517 eV

Atoms and positions in Å:
C -0.615 -2.218 -1.820
C -0.803 -0.733 -1.504
C -1.714 -0.551 -0.324
C -3.072 -0.774 -0.459
C -3.965 -0.641 0.606
C -5.389 -0.869 0.505
C -5.991 -1.279 -0.798
C -6.143 -0.703 1.613
C -5.592 -0.306 2.896
O -6.227 -0.146 3.907
O -4.237 -0.101 2.944
C -3.455 -0.259 1.857
C -2.093 -0.028 2.014
C -1.239 -0.173 0.937
O 0.102 0.130 1.150
C 1.002 -0.859 1.185
O 0.751 -2.023 1.045
C 2.386 -0.314 1.518
C 2.604 -0.402 3.045
C 3.273 0.925 3.403
C 2.642 1.895 2.410
N 2.527 1.090 1.212
C 2.717 1.603 -0.025
O 2.921 2.777 -0.227
O 2.647 0.630 -0.956
C 2.976 0.931 -2.336
C 2.878 -0.418 -3.048
C 4.402 1.475 -2.434
C 1.973 1.925 -2.921
H 0.020 -2.343 -2.694
H -1.573 -2.692 -2.019
H -0.148 -2.721 -0.977
H -1.240 -0.230 -2.371
H 0.168 -0.280 -1.299
H -3.449 -1.057 -1.429
H -5.555 -2.218 -1.136
H -5.800 -0.523 -1.557
H -7.065 -1.409 -0.696
H -7.210 -0.858 1.604
H -1.714 0.267 2.979
H 3.119 -0.909 0.962
H 1.641 -0.483 3.552
H 3.204 -1.268 3.313
H 4.348 0.864 3.231
H 3.097 1.212 4.437
H 1.648 2.214 2.745
H 3.245 2.778 2.198
H 3.130 -0.300 -4.098
H 1.870 -0.815 -2.968
H 3.563 -1.130 -2.596
H 5.100 0.780 -1.972
H 4.474 2.435 -1.930
H 4.672 1.603 -3.478
H 2.036 2.871 -2.391
H 2.195 2.091 -3.971
H 0.960 1.538 -2.830

=====

## two
Density functional theory data (the ωB97M-V functional and the def2-TZVPD basis) for the molecule C22H27NO6.

## Properties
Charge ... 0
HOMO-LUMO gap ... 9.08 eV
2S+1 ... 1
SMILES string ... CCOC(=O)CCc1c(C(=O)OCC)[nH]c(CC)c1C(=O)OCc1ccccc1
HOMO energy ... -8.3029 eV

Atoms and positions in Å:
C -2.600 -4.476 -1.030
C -1.960 -3.140 -1.356
O -1.139 -2.748 -0.253
C -0.574 -1.540 -0.332
O -0.736 -0.794 -1.263
C 0.278 -1.254 0.880
C -0.333 -0.116 1.723
C -0.530 1.110 0.901
C -1.730 1.565 0.380
C -3.115 1.140 0.470
O -4.012 1.730 -0.098
O -3.314 0.068 1.256
C -4.665 -0.369 1.405
C -5.075 -1.316 0.287
N -1.470 2.682 -0.378
C -0.163 2.961 -0.375
C 0.446 4.102 -1.108
C -0.568 4.967 -1.846
C 0.468 2.002 0.427
C 1.907 1.991 0.655
O 2.687 2.759 0.136
O 2.289 1.038 1.528
C 3.693 0.869 1.738
C 4.221 -0.176 0.792
C 4.693 0.192 -0.462
C 5.120 -0.774 -1.356
C 5.076 -2.113 -1.007
C 4.599 -2.486 0.238
C 4.170 -1.522 1.133
H -3.194 -4.399 -0.123
H -1.833 -5.230 -0.876
H -3.242 -4.783 -1.850
H -1.333 -3.208 -2.252
H -2.711 -2.362 -1.530
H 0.360 -2.159 1.480
H 1.267 -0.949 0.537
H 0.350 0.097 2.545
H -1.293 -0.438 2.123
H -4.696 -0.869 2.376
H -5.320 0.508 1.415
H -4.415 -2.180 0.268
H -5.018 -0.803 -0.670
H -6.096 -1.650 0.447
H -2.199 3.171 -0.874
H 1.182 3.699 -1.809
H 1.014 4.706 -0.395
H -0.056 5.782 -2.351
H -1.289 5.398 -1.155
H -1.100 4.386 -2.597
H 3.798 0.553 2.779
H 4.194 1.829 1.579
H 4.715 1.237 -0.734
H 5.488 -0.480 -2.328
H 5.411 -2.866 -1.705
H 4.559 -3.530 0.513
H 3.793 -1.812 2.103

=====

Relative energy of each structure, in eV: one 0.000; two 0.127.

=====

## one
Density functional theory data (the ωB97M-V functional and the def2-TZVPD basis) for the ion C6H13N4 with charge +1.

## Properties
Charge ... +1
HOMO-LUMO gap (alpha / beta) ... 7.01 / 7.01 eV
2S+1 ... 1
SMILES string ... CC(C)/C=[NH+]/C=N\C=N\N
HOMO energy (alpha / beta) ... -12.1916 / -12.1906 eV

Atoms and positions in Å:
C -0.214 1.406 -1.752
C 0.217 -0.016 -1.795
C 0.795 -0.585 -3.135
C 1.208 -0.431 -0.746
N 1.074 0.100 0.417
C 1.569 -0.410 1.667
N 0.937 -0.581 2.772
C -0.417 -0.506 2.975
N -1.407 0.172 2.371
N -2.590 0.031 2.845
H 0.590 2.160 -1.599
H -0.944 1.532 -0.923
H -0.814 1.676 -2.647
H -0.654 -0.668 -1.610
H 0.284 0.019 -3.842
H 0.523 -1.632 -3.369
H 1.881 -0.583 -3.272
H 1.829 -1.174 -1.051
H 0.237 0.580 0.689
H 2.713 -0.505 1.517
H -0.669 -0.868 3.947
H -2.802 -0.423 3.761
H -3.348 0.705 2.780

=====

## two
Density functional theory data (the ωB97M-V functional and the def2-TZVPD basis) for a structure of composition C6H13N4.

## Properties
Charge ... +1
HOMO-LUMO gap ... 10.43 eV
2S+1 ... 1
HOMO energy ... -15.0896 eV

Atoms and positions in Å:
C 0.037 0.622 -1.511
C -0.793 -2.187 -0.099
C -2.384 -0.225 0.124
C -0.623 -0.640 1.880
C 3.063 2.098 -0.611
C -0.965 -0.745 0.396
N 1.121 1.357 -1.723
N 1.460 0.721 0.376
N -0.067 0.092 -0.335
N 1.835 1.350 -0.627
H -0.688 0.509 -2.301
H 0.210 -2.551 0.110
H -1.499 -2.826 0.421
H -0.980 -2.264 -1.167
H -2.471 0.825 0.395
H -2.658 -0.346 -0.921
H -3.086 -0.793 0.726
H -1.288 -1.272 2.457
H 0.398 -0.961 2.055
H -0.730 0.382 2.229
H 2.868 3.103 -0.987
H 3.461 2.128 0.401
H 3.779 1.624 -1.286

=====

Relative energy of each structure, in eV: one 0.734; two 0.000.